(1)
Computed, not measured: a structure of composition C41H38B2F15GeMoN10O5P2S at a distorted geometry, with ωB97M-V with the def2-TZVPD basis set.

Structure (XYZ):
```
116
C41H38B2F15GeMoN10O5P2S ωB97M-V with the def2-TZVPD basis set
Mo 2.019 2.198 2.068
C 1.415 6.290 1.015
C 1.621 5.009 0.505
N 1.917 4.186 1.585
N 1.636 4.868 2.768
C 1.371 6.131 2.381
B 1.394 4.138 4.139
N 0.201 3.089 3.907
C -0.894 2.796 4.646
C -1.686 1.811 4.028
C -0.960 1.431 2.865
N 0.125 2.304 2.763
N 2.712 3.401 4.609
C 3.475 3.300 5.726
C 4.404 2.232 5.571
C 4.198 1.712 4.303
N 3.287 2.509 3.650
H 1.155 7.197 0.575
H 1.676 4.696 -0.530
H 1.123 6.917 3.082
H 1.093 4.913 5.028
H -1.109 3.268 5.571
H -2.661 1.500 4.320
H -1.136 0.711 2.094
H 3.281 3.883 6.636
H 5.199 1.864 6.224
H 4.663 0.913 3.740
C -1.779 -3.680 -1.667
N -3.109 -3.254 -2.126
C -3.080 -3.235 -3.592
P -4.425 -3.095 -1.121
O -4.130 -2.889 0.301
O -5.076 -1.788 -1.831
P -5.403 -0.325 -1.180
O -5.447 -0.146 0.268
N -6.826 -0.046 -1.990
C -7.958 0.345 -1.177
C -7.160 -0.487 -3.312
N -4.297 0.740 -1.819
C -3.581 1.629 -0.888
C -3.899 0.877 -3.226
N -5.454 -4.357 -1.438
C -6.524 -4.269 -2.401
C -5.299 -5.688 -0.830
H -1.475 -4.644 -2.187
H -1.942 -3.902 -0.596
H -1.007 -2.973 -1.981
H -2.469 -4.102 -3.902
H -2.503 -2.402 -4.073
H -4.121 -3.204 -3.960
H -7.645 0.771 -0.157
H -8.696 -0.441 -0.979
H -8.499 1.120 -1.715
H -8.098 0.036 -3.561
H -7.408 -1.599 -3.341
H -6.402 -0.216 -4.028
H -3.740 1.239 0.177
H -3.953 2.684 -0.932
H -2.541 1.682 -1.090
H -2.780 0.831 -3.256
H -4.374 1.803 -3.627
H -4.293 -0.022 -3.705
H -6.335 -5.083 -3.155
H -6.571 -3.365 -3.074
H -7.493 -4.507 -1.918
H -5.327 -5.534 0.275
H -4.423 -6.175 -1.155
H -6.125 -6.324 -1.021
O 1.107 -1.095 2.026
B 1.494 -0.103 2.991
O 1.447 -0.750 4.239
C 1.129 -2.141 4.046
C 0.921 -3.091 4.949
C 0.699 -4.378 4.405
C 0.521 -4.578 3.046
C 0.762 -3.583 2.127
C 0.999 -2.359 2.659
H 1.030 -2.807 5.979
H 0.425 -5.181 5.128
H 0.298 -5.548 2.595
H 0.673 -3.865 1.094
F 7.384 -0.113 -2.041
C 6.682 -0.956 -1.218
C 5.312 -0.842 -1.010
C 4.659 -2.006 -0.607
F 3.304 -2.007 -0.694
C 5.318 -3.177 -0.238
F 4.569 -4.223 0.109
C 6.747 -3.239 -0.288
F 7.369 -4.318 0.138
C 7.360 -2.133 -0.912
F 8.641 -2.301 -1.347
Ge 4.329 0.850 -1.376
S 2.405 1.208 0.174
C 5.389 2.510 -1.357
C 4.943 3.527 -2.193
F 4.626 3.280 -3.504
C 4.773 4.810 -1.713
F 4.126 5.798 -2.400
C 5.141 5.090 -0.369
F 4.608 6.197 0.190
C 5.906 4.194 0.338
F 6.528 4.666 1.444
C 6.036 2.890 -0.151
F 6.688 1.957 0.566
C 2.965 0.500 -2.823
C 1.777 1.252 -2.833
F 1.654 2.519 -2.433
C 0.655 0.624 -3.370
F -0.586 1.153 -3.026
C 0.685 -0.628 -3.944
F -0.492 -1.241 -4.235
C 1.911 -1.253 -4.163
F 1.974 -2.424 -4.828
C 3.047 -0.655 -3.575
F 4.208 -1.302 -3.872
```

2S+1	3
E_HOMO (spin up / spin down)	-9.796 / -9.796	eV
max |F|	0.0829	hartree/bohr
relative energy (zero: lowest compared OMol25 entry of this formula, charge and spin)	316.7	kJ/mol
total charge	+1

---

(2)
Computed, not measured: a cluster of 2 separate species, C7H14 in total, with ωB97M-V with the def2-TZVPD basis set.

Structure (XYZ):
```
21
C7H14 ωB97M-V with the def2-TZVPD basis set
C -0.164 2.101 0.611
C 0.501 1.207 -0.376
C -2.111 -0.746 -0.787
C -1.876 -1.104 0.687
C 1.383 0.258 0.239
C 2.693 0.026 -0.549
C 1.670 -1.021 -0.567
H -0.144 1.799 1.673
H 0.399 3.045 0.518
H -1.188 2.353 0.311
H -3.157 -0.499 -0.994
H -1.504 0.114 -1.094
H -1.840 -1.576 -1.445
H -1.512 -0.239 1.254
H -2.791 -1.455 1.177
H -1.126 -1.895 0.798
H 1.477 0.151 1.326
H 2.822 0.642 -1.431
H 3.572 -0.098 0.077
H 1.821 -1.912 0.036
H 1.076 -1.151 -1.465
```

E_HOMO	-8.029	eV
max |F|	0.0086	hartree/bohr
relative energy (zero: lowest compared OMol25 entry of this formula, charge and spin)	418.0	kJ/mol
total charge	0

---

(3)
Computed, not measured: a cluster of 5 separate species, C2H13NO4 in total at a distorted geometry, with ωB97M-V with the def2-TZVPD basis set.

Structure (XYZ):
```
20
C2H13NO4 ωB97M-V with the def2-TZVPD basis set
C 0.268 -0.288 -2.144
N -0.851 -0.032 -1.621
C -0.811 1.019 -0.603
H 0.447 -1.084 -2.866
H 1.192 -0.043 -1.603
H -1.785 1.068 -0.121
H -0.491 1.984 -0.983
H -0.088 0.795 0.190
O 1.930 0.017 1.764
H 0.973 -0.013 1.958
H 2.399 -0.177 2.578
O -0.878 -0.191 2.238
H -1.461 -0.397 1.499
H -0.974 -0.964 2.783
O 2.956 1.012 -0.767
H 3.096 1.952 -0.766
H 2.843 0.780 0.159
O -2.825 -1.431 0.001
H -2.430 -0.777 -0.574
H -3.675 -1.630 -0.453
```

E_HOMO	-9.645	eV
max |F|	0.0466	hartree/bohr
SMILES string	C=NC.O.O.O.O
relative energy (zero: lowest compared OMol25 entry of this formula, charge and spin)	123.6	kJ/mol
total charge	0

---

(4)
Computed, not measured: a structure of composition C28H41AsNO6S5W at a distorted geometry, with ωB97M-V with the def2-TZVPD basis set.

Structure (XYZ):
```
83
C28H41AsNO6S5W ωB97M-V with the def2-TZVPD basis set
W 1.100 1.158 -1.969
C -3.857 -0.508 2.770
C -4.076 0.652 1.892
C -5.012 0.265 0.771
C -4.941 1.640 2.783
C -2.873 1.191 1.312
C -1.945 0.305 0.707
C -0.850 0.806 0.048
N 0.136 0.044 -0.600
C 0.841 -1.084 -0.173
C 0.210 -2.242 0.361
C 0.999 -3.347 0.557
C 2.422 -3.217 0.423
C 3.082 -2.078 -0.086
C 2.185 -1.096 -0.628
O 2.496 0.063 -1.174
C 4.604 -2.038 -0.073
C 5.020 -1.597 -1.492
C 5.118 -1.084 0.955
C 5.166 -3.433 0.203
C 0.305 -4.593 0.960
C 1.193 -5.876 0.896
C -0.379 -4.494 2.315
C -0.813 -4.826 -0.056
C -0.681 2.215 -0.102
O 0.341 2.539 -0.830
C -1.617 3.099 0.433
C -2.699 2.575 1.144
C -1.597 4.670 0.142
C -1.569 5.330 1.538
C -0.423 5.145 -0.733
C -2.844 5.245 -0.552
H -4.864 -0.797 3.095
H -3.243 -0.342 3.659
H -3.498 -1.448 2.249
H -5.903 -0.372 1.126
H -4.577 -0.415 0.064
H -5.301 1.128 0.167
H -5.684 1.085 3.364
H -5.420 2.314 2.089
H -4.358 2.210 3.570
H -2.074 -0.775 0.762
H -0.914 -2.281 0.563
H 3.020 -3.938 0.842
H 4.647 -0.686 -1.903
H 4.756 -2.435 -2.211
H 6.166 -1.592 -1.529
H 5.154 -0.128 0.486
H 6.165 -1.523 1.227
H 4.501 -1.005 1.836
H 4.672 -4.270 -0.456
H 4.977 -3.733 1.242
H 6.269 -3.453 0.049
H 2.086 -5.960 1.491
H 1.525 -6.009 -0.187
H 0.653 -6.730 1.192
H 0.314 -3.978 2.999
H -0.735 -5.430 2.718
H -1.182 -3.799 2.213
H -0.572 -4.646 -1.130
H -1.720 -4.254 0.147
H -1.191 -5.860 0.066
H -3.499 3.262 1.477
H -0.641 5.010 2.070
H -2.391 4.989 2.191
H -1.620 6.396 1.519
H 0.588 5.058 -0.301
H -0.593 6.177 -0.957
H -0.377 4.660 -1.674
H -3.762 4.949 -0.079
H -2.915 4.947 -1.684
H -2.675 6.340 -0.504
S -1.894 4.673 -4.047
As -1.061 2.761 -4.403
S -1.232 1.122 -2.901
S 2.267 3.179 -2.164
S -0.279 2.007 -6.087
H 0.827 -0.271 -2.726
O 3.476 2.092 -5.657
S 3.389 1.584 -4.286
O 4.337 0.671 -3.839
O 1.911 1.180 -4.050
O 3.430 2.904 -3.441
```

E_HOMO (spin up / spin down)	-5.616 / -5.616	eV
max |F|	0.1249	hartree/bohr
relative energy (zero: lowest compared OMol25 entry of this formula, charge and spin)	0.0	kJ/mol
total charge	-1